Entry from OMol25: a 7-piece molecular cluster, C39H80NO18 overall (ωB97M-V with the def2-TZVPD basis set).

Calculated values
total charge	-1
calculated total energy	-2943.1097	hartree
strongest force on any atom	0.4	eV/Å

Geometry (Å):
C: -2.45 -0.14 -1.50
C: -3.10 -1.36 -2.17
C: -2.26 -2.62 -2.03
C: -0.93 -2.63 -2.83
C: -0.86 -1.76 -4.08
C: 0.58 -1.62 -4.59
C: 1.39 -0.62 -3.74
C: 2.80 -1.05 -3.30
C: 2.99 -2.50 -2.82
C: 3.67 -2.65 -1.45
C: 2.75 -2.45 -0.22
C: 2.82 -1.08 0.48
C: 1.69 -0.11 0.09
C: 2.08 1.37 -0.01
C: 1.26 2.18 -1.07
N: 1.98 2.68 -2.21
H: -2.74 -0.07 -0.45
H: -1.36 -0.18 -1.54
H: -2.73 0.80 -1.99
H: -3.30 -1.15 -3.23
H: -4.08 -1.55 -1.72
H: -2.02 -2.74 -0.97
H: -2.86 -3.50 -2.30
H: -0.10 -2.36 -2.16
H: -0.72 -3.66 -3.14
H: -1.23 -0.75 -3.86
H: -1.51 -2.18 -4.86
H: 0.53 -1.26 -5.63
H: 1.05 -2.60 -4.62
H: 0.80 -0.34 -2.86
H: 1.49 0.31 -4.30
H: 3.10 -0.36 -2.51
H: 3.49 -0.85 -4.12
H: 3.61 -3.03 -3.55
H: 2.04 -3.04 -2.79
H: 4.11 -3.65 -1.39
H: 4.51 -1.95 -1.40
H: 1.72 -2.63 -0.53
H: 2.99 -3.24 0.50
H: 3.79 -0.61 0.27
H: 2.78 -1.25 1.56
H: 0.88 -0.21 0.82
H: 1.25 -0.43 -0.86
H: 1.97 1.84 0.98
H: 3.13 1.48 -0.30
H: 0.38 1.53 -1.34
H: 0.84 3.06 -0.56
H: 2.18 1.88 -2.82
C: -2.56 5.37 4.16
C: -3.43 4.53 3.26
O: -3.43 5.02 1.91
C: -2.36 4.65 1.18
O: -1.47 3.94 1.56
O: -2.48 5.19 -0.03
C: -1.41 4.90 -0.95
H: -2.86 6.42 4.11
H: -2.65 5.03 5.19
H: -1.51 5.30 3.86
H: -4.48 4.58 3.56
H: -3.11 3.49 3.26
H: -1.24 3.83 -1.05
H: -0.48 5.37 -0.62
H: -1.73 5.32 -1.89
C: 2.37 9.38 -3.27
C: 2.24 10.39 -2.15
O: 0.86 10.68 -1.85
C: 0.25 9.77 -1.09
O: 0.77 8.80 -0.60
O: -1.02 10.14 -0.93
C: -1.79 9.19 -0.18
H: 1.84 9.72 -4.15
H: 3.42 9.25 -3.52
H: 1.98 8.42 -2.96
H: 2.66 11.36 -2.43
H: 2.73 10.05 -1.24
H: -1.31 8.95 0.77
H: -1.92 8.27 -0.75
H: -2.76 9.66 -0.01
C: -9.14 -5.49 -2.51
C: -8.14 -5.61 -1.38
O: -7.23 -4.49 -1.36
C: -7.70 -3.39 -0.77
O: -8.78 -3.27 -0.25
O: -6.77 -2.45 -0.85
C: -7.13 -1.19 -0.27
H: -8.62 -5.37 -3.46
H: -9.75 -6.39 -2.56
H: -9.79 -4.63 -2.35
H: -7.49 -6.47 -1.52
H: -8.64 -5.68 -0.42
H: -7.45 -1.33 0.76
H: -7.92 -0.72 -0.85
H: -6.22 -0.59 -0.30
C: 2.10 -0.75 4.42
C: 3.10 0.39 4.48
O: 3.78 0.41 5.76
C: 4.78 -0.44 5.89
O: 5.21 -1.20 5.06
O: 5.27 -0.33 7.14
C: 6.37 -1.19 7.42
H: 1.41 -0.70 5.26
H: 1.53 -0.69 3.49
H: 2.61 -1.71 4.45
H: 2.60 1.36 4.43
H: 3.83 0.32 3.68
H: 7.17 -1.05 6.68
H: 6.06 -2.23 7.40
H: 6.72 -0.91 8.41
C: 2.49 -3.38 -7.59
C: 2.79 -4.35 -6.47
O: 3.21 -5.64 -6.99
C: 4.48 -5.72 -7.35
O: 5.32 -4.85 -7.26
O: 4.71 -6.95 -7.82
C: 6.05 -7.19 -8.23
H: 1.76 -3.81 -8.28
H: 2.08 -2.46 -7.17
H: 3.39 -3.13 -8.14
H: 1.89 -4.58 -5.90
H: 3.55 -3.97 -5.80
H: 6.75 -6.95 -7.43
H: 6.30 -6.58 -9.10
H: 6.10 -8.24 -8.49
C: -3.45 -1.49 9.18
C: -2.56 -2.60 9.71
O: -1.40 -2.77 8.88
C: -0.40 -1.92 9.11
O: -0.38 -1.06 9.96
O: 0.58 -2.17 8.25
C: 1.72 -1.32 8.37
H: -3.72 -1.68 8.14
H: -4.37 -1.44 9.77
H: -2.95 -0.53 9.25
H: -3.06 -3.57 9.67
H: -2.24 -2.40 10.73
H: 2.10 -1.33 9.39
H: 1.47 -0.30 8.08
H: 2.46 -1.72 7.68

***

Entry from OMol25: a 2-piece molecular cluster, C5H7N3O2 overall in a non-equilibrium geometry (ωB97M-V with the def2-TZVPD basis set).

Calculated values
SMILES string	CNc1cnc(C#N)o1.O
energy above the lowest of the compared OMol25 structures with the same formula, charge and spin	46.4	kcal per mole
calculated total energy	-509.4256	hartree
strongest force on any atom	1.8	eV/Å

Geometry (Å):
C: -2.94 -0.41 -0.80
N: -1.95 0.58 -0.45
C: -0.65 0.30 -0.28
C: 0.49 1.08 -0.17
N: 1.56 0.24 -0.29
C: 1.09 -0.97 -0.21
C: 1.76 -2.13 0.29
N: 2.28 -2.95 0.93
O: -0.27 -0.99 -0.30
H: -2.71 -0.90 -1.75
H: -3.02 -1.18 -0.02
H: -3.91 0.10 -0.89
H: -2.22 1.55 -0.33
H: 0.58 2.11 0.15
O: 3.67 1.31 1.33
H: 3.04 1.10 0.62
H: 3.21 1.13 2.17

***

no.,E_HOMO (hartree)
1,-0.0592
2,-0.3110